(1)
Here is 2 unconnected molecules or ions with the total composition C3H12N2OS at a distorted geometry from the OMol25 dataset. Energies are from wB97M-V/def2-TZVPD.

Last column: Löwdin charge in e.
Positions of all 19 atoms, in Å:
N 2.401 -0.055 -0.782  0.015
C 1.328 0.879 -1.090  -0.322
N 0.164 0.762 -0.231  -0.109
C -0.510 -0.543 -0.287  -0.314
C -1.913 -0.608 0.330  -0.573
S -2.906 -1.995 -0.309  0.688
H 2.260 -1.026 -1.008  0.058
H 3.323 0.292 -1.015  0.066
H 1.000 0.761 -2.131  0.104
H 1.758 1.869 -0.921  0.118
H -0.466 1.456 -0.624  0.108
H 0.136 -1.350 0.054  0.110
H -0.646 -0.740 -1.358  0.092
H -2.395 0.339 0.052  0.070
H -1.867 -0.606 1.419  0.064
H -2.219 -2.921 0.418  -0.127
O 0.486 0.848 2.548  -0.087
H 0.273 1.435 1.805  0.006
H -0.206 1.203 3.130  0.032

Forces on atoms 1 to 3 (eV/Å):
-0.2 0.4 0.6
0.9 -0.8 -0.2
-0.5 0.3 0.9

Summary:
Strongest force on any atom = 1.6 eV Å⁻¹
Lowest unoccupied orbital energy = 0.847 eV
Energy relative to the best compared isomer or geometry (same formula, charge and spin) = 0.936 eV
Multiplicity = 1
SMILES = NCNCCS.O

(2)
Here is a molecular structure, C3H5NP4 at a distorted geometry from the OMol25 dataset. Energies are from wB97M-V/def2-TZVPD.

Last column: Löwdin charge in e.
Positions of all 13 atoms, in Å:
C -0.447 -2.234 -0.906  -0.770
C -0.999 -0.212 0.473  -1.019
C 0.960 0.357 -0.926  -0.881
N 0.483 1.804 1.198  -0.286
P -1.103 -2.012 0.651  0.796
P 0.412 -1.068 -1.946  0.676
P 0.778 0.187 0.945  0.649
P -0.915 0.634 -1.248  0.708
H -0.462 -3.138 -1.421  -0.059
H -1.788 0.606 1.153  0.110
H 1.824 0.916 -1.223  0.005
H 1.418 2.199 1.260  0.026
H -0.161 1.961 1.991  0.045

Forces on atoms 1 to 3 (eV/Å):
-0.1 0.6 2.0
-2.1 3.6 1.8
-1.0 -1.0 1.4

Summary:
Strongest force on any atom = 4.6 eV Å⁻¹
Lowest unoccupied orbital energy = -0.527 eV
Energy relative to the best compared isomer or geometry (same formula, charge and spin) = 1.621 eV
Multiplicity = 1

(3)
Here is a molecular structure, CBr3O2S at a distorted geometry from the OMol25 dataset. Energies are from wB97M-V/def2-TZVPD.

Last column: Mulliken spin population.
Positions of all 7 atoms, in Å:
C 0.685 -0.622 -0.209  0.608
O -0.665 2.290 -0.087  0.180
O -1.934 0.750 1.373  0.192
S -1.333 1.053 0.086  0.671
Br 1.697 -1.355 1.235  0.147
Br 1.926 -0.053 -1.537  0.125
Br -0.375 -2.063 -0.862  0.076

Forces on atoms 1 to 3 (eV/Å):
0.7 -1.2 -0.4
2.3 4.4 -0.3
-0.9 -0.3 2.2

Summary:
Expectation value of S² = 2.01
Strongest force on any atom = 4.9 eV Å⁻¹
Lowest unoccupied orbital energy (spin up / spin down) = 2.986 / 1.613 eV
Energy relative to the best compared isomer or geometry (same formula, charge and spin) = 0.131 eV
Multiplicity = 3
Net charge = -1

(4)
Here is a molecular structure, C15H20BrClN2O9Sn from the OMol25 dataset. Energies are from wB97M-V/def2-TZVPD.

Last column: Löwdin charge in e.
Positions of all 49 atoms, in Å:
Sn 0.258 -2.293 -0.250  1.606
C -0.561 0.463 3.916  -0.005
N -0.309 1.144 2.650  -0.121
C -0.458 2.591 2.674  -0.023
C 0.006 0.437 1.560  -0.392
O 0.097 -0.792 1.573  -0.087
C 0.202 1.192 0.252  -0.105
O 0.572 0.315 -0.789  -0.188
C 1.850 0.541 -1.373  -0.099
C 2.899 -0.400 -0.797  -0.429
O 2.565 -1.245 0.041  -0.087
N 4.148 -0.251 -1.249  -0.117
C 5.185 -1.187 -0.827  -0.014
C 4.484 0.692 -2.320  -0.022
H -1.591 0.640 4.227  0.100
H 0.113 0.848 4.681  0.097
H -0.402 -0.601 3.792  0.091
H -1.398 2.841 3.167  0.100
H -0.486 3.013 1.673  0.081
H 0.358 3.056 3.230  0.100
H 0.937 1.988 0.375  0.138
H -0.750 1.650 -0.019  0.123
H 2.153 1.581 -1.243  0.134
H 1.761 0.338 -2.438  0.110
H 4.816 -1.782 0.000  0.086
H 6.068 -0.633 -0.511  0.092
H 5.452 -1.848 -1.653  0.103
H 3.923 0.479 -3.227  0.080
H 5.542 0.586 -2.539  0.094
H 4.310 1.725 -2.014  0.092
O 1.651 -3.311 -4.368  -0.301
Cl 1.209 -2.013 -3.970  0.703
O 2.310 -1.070 -3.999  -0.359
O 0.117 -1.543 -4.762  -0.305
O 0.742 -2.107 -2.550  -0.571
Br -7.144 0.394 2.105  0.737
C -5.497 0.230 1.183  -0.678
C -4.892 1.372 0.683  -0.133
C -3.690 1.244 0.000  -0.079
C -3.097 -0.002 -0.147  -0.034
C -3.705 -1.136 0.374  -0.116
C -4.928 -1.021 1.024  -0.058
C -3.083 -2.516 0.274  -0.564
O -3.782 -3.495 0.385  0.094
O -1.780 -2.549 0.124  -0.294
H -5.358 2.339 0.816  0.098
H -3.230 2.128 -0.429  0.104
H -2.178 -0.115 -0.699  0.101
H -5.410 -1.915 1.396  0.117

Forces on atoms 1 to 3 (eV/Å):
0.2 -0.4 0.4
0.0 0.1 -0.1
0.0 -0.1 0.0

Summary:
Strongest force on any atom = 0.6 eV Å⁻¹
Lowest unoccupied orbital energy = -0.145 eV
Multiplicity = 1

(5)
Here is a single C2H2O2S2 molecule at a distorted geometry from the OMol25 dataset. Energies are from wB97M-V/def2-TZVPD.

Last column: Löwdin charge in e.
Positions of all 8 atoms, in Å:
O 0.497 0.136 -1.692  -0.008
C 0.480 0.088 -0.366  -0.870
S 1.808 0.184 0.553  0.796
C -0.917 -0.114 0.267  -0.872
O -0.946 -0.297 1.624  -0.069
S -2.232 -0.332 -0.611  0.833
H 1.427 0.369 -1.886  0.108
H -0.117 -0.035 2.111  0.081

Forces on atoms 1 to 3 (eV/Å):
0.3 0.3 0.5
-1.0 -0.1 0.6
0.3 0.1 0.2

Summary:
Strongest force on any atom = 1.8 eV Å⁻¹
Lowest unoccupied orbital energy = -1.443 eV
Energy relative to the best compared isomer or geometry (same formula, charge and spin) = 0.616 eV
Multiplicity = 1
SMILES = OC(=S)C(O)=S

(6)
Here is a single C29H40ClN3O3 molecule at a distorted geometry from the OMol25 dataset. Energies are from wB97M-V/def2-TZVPD.

Last column: Löwdin charge in e.
Positions of all 76 atoms, in Å:
O -2.153 -1.942 1.426  0.042
C -1.777 -2.607 0.473  -0.440
C -2.606 -2.735 -0.801  -0.214
C -3.902 -1.910 -0.705  -0.146
C -5.007 -2.935 -0.463  -0.184
C -4.553 -4.129 -1.294  -0.190
C -3.052 -4.201 -1.013  -0.145
N -0.612 -3.294 0.524  -0.062
C 0.124 -3.847 -0.591  -0.131
C 1.601 -3.406 -0.540  -0.083
C 1.780 -2.054 0.179  -0.328
C 0.989 -0.962 -0.551  -0.062
C 1.050 0.424 0.115  -0.266
C -0.226 0.776 0.889  -0.041
C -0.859 1.754 -0.075  -0.229
C -2.206 2.272 0.044  -0.164
C -3.107 1.725 0.960  -0.018
C -4.395 2.215 1.051  -0.097
C -4.790 3.261 0.231  -0.675
Cl -6.399 3.878 0.350  0.673
C -3.909 3.817 -0.686  -0.098
C -2.626 3.321 -0.778  -0.015
N -0.071 2.085 -1.023  0.127
O 1.119 1.426 -0.928  -0.104
C 3.304 -1.791 0.212  -0.444
O 4.018 -2.416 0.972  0.066
N 3.791 -0.903 -0.674  0.096
C 5.180 -0.499 -0.672  -0.139
C 5.380 0.894 -0.058  -0.315
C 6.873 1.185 0.096  -0.174
C 7.099 2.559 0.720  -0.204
C 6.442 3.645 -0.125  -0.210
C 4.952 3.362 -0.281  -0.199
C 4.726 1.988 -0.906  -0.167
C 1.311 -2.238 1.637  -0.070
C 0.173 -3.259 1.742  -0.106
H -2.012 -2.380 -1.648  0.136
H -3.838 -1.179 0.100  0.095
H -4.079 -1.378 -1.641  0.118
H -5.988 -2.564 -0.753  0.108
H -5.033 -3.206 0.593  0.117
H -5.065 -5.053 -1.027  0.107
H -4.728 -3.930 -2.352  0.113
H -2.507 -4.685 -1.824  0.109
H -2.876 -4.773 -0.100  0.122
H -0.326 -3.522 -1.528  0.112
H 0.072 -4.943 -0.557  0.131
H 2.199 -4.142 -0.002  0.127
H 1.991 -3.344 -1.558  0.129
H 1.342 -0.872 -1.582  0.133
H -0.058 -1.251 -0.617  0.112
H 1.959 0.534 0.714  0.148
H -0.020 1.280 1.837  0.138
H -0.859 -0.087 1.087  0.090
H -2.812 0.903 1.594  0.109
H -5.092 1.788 1.755  0.107
H -4.231 4.629 -1.318  0.105
H -1.924 3.735 -1.484  0.113
H 3.173 -0.331 -1.223  0.113
H 5.552 -0.510 -1.702  0.132
H 5.723 -1.244 -0.087  0.124
H 4.920 0.892 0.937  0.151
H 7.348 1.151 -0.888  0.122
H 7.335 0.415 0.717  0.117
H 8.170 2.751 0.810  0.108
H 6.672 2.574 1.725  0.114
H 6.590 4.621 0.341  0.107
H 6.912 3.671 -1.111  0.113
H 4.487 4.128 -0.904  0.110
H 4.473 3.395 0.701  0.115
H 5.162 1.972 -1.908  0.125
H 3.652 1.816 -1.004  0.092
H 2.160 -2.593 2.225  0.119
H 0.995 -1.280 2.046  0.114
H -0.494 -3.005 2.566  0.126
H 0.570 -4.265 1.905  0.133

Forces on atoms 1 to 3 (eV/Å):
-0.2 0.2 0.3
0.0 -0.1 -0.4
0.0 0.3 0.1

Summary:
Strongest force on any atom = 1.1 eV Å⁻¹
Lowest unoccupied orbital energy = 0.485 eV
Energy relative to the best compared isomer or geometry (same formula, charge and spin) = 0.113 eV
Multiplicity = 1
SMILES = O=C(C1CCCC1)N1CCC(C[C@@H]2CC(c3ccc(Cl)cc3)=NO2)(C(=O)NCC2CCCCC2)CC1

no.,energy (a.u.)
1,-704.40384
2,-1537.38048
3,-8308.75055
4,-4618.55404
5,-1024.24000
6,-1979.26627